Record 1
DFT (ωB97M-V/def2-TZVPD) results for the molecule C4H13N3.

```
20
Properties=species:S:1:pos:R:3:forces:R:3:nbo_charge:R:1
H -0.974 2.958 0.591 0.0 -0.1 -0.2 0.361
H 2.344 -1.643 -1.760 0.0 -0.1 0.0 0.356
H 2.151 0.347 -0.551 -0.2 0.0 -0.3 0.182
N -1.857 2.523 0.352 0.1 0.6 0.6 -0.874
C -0.380 -1.578 0.770 -1.5 0.3 -0.7 -0.646
N 2.198 -1.796 -0.770 0.1 -0.1 -0.2 -0.844
N -0.227 0.850 0.091 -0.1 0.4 0.0 -0.632
C -1.654 1.140 -0.087 1.2 1.2 0.4 -0.042
H 3.080 -2.099 -0.384 0.1 0.0 0.0 0.362
H -1.404 -1.853 0.465 0.3 0.0 -0.2 0.206
C 0.186 -0.509 -0.173 0.7 -0.7 0.0 -0.059
H -2.219 0.527 0.610 -0.7 -0.5 -0.6 0.159
H 0.014 1.095 1.050 0.1 -0.1 0.0 0.344
C 1.718 -0.576 -0.148 0.0 0.4 0.9 -0.214
H -1.823 1.052 -1.157 -0.6 -0.6 0.0 0.177
H -2.368 3.198 -0.206 0.0 -0.7 -0.3 0.371
H 0.193 -2.500 0.728 0.2 0.2 0.4 0.235
H -0.076 -0.803 -1.182 -0.4 0.3 -0.4 0.183
H -0.586 -1.129 1.737 0.7 -0.3 0.6 0.201
H 2.005 -0.565 0.913 0.1 -0.2 -0.1 0.175
```
Forces are in eV/Å.

As for the multiplicity: 1. As for the frontier orbital gap: 9.965 eV. For the HOMO energy, the calculation gives -8.80 eV. The SMILES is C[C@H](CN)NCN. As for the relative energy (zero: lowest compared OMol25 entry of this formula, charge and spin): 21.75 kcal per mole. The calculation puts the total energy at -324.4403 Ha.

***

Record 2
DFT (ωB97M-V/def2-TZVPD) results for the molecule C13H15BrClNO3.

```
34
Properties=species:S:1:pos:R:3:forces:R:3:nbo_charge:R:1
H -0.591 -0.487 0.854 0.0 -0.2 -0.1 0.412
Cl 1.082 1.185 -0.092 -0.4 0.4 -0.1 0.028
H 5.729 2.302 0.387 0.0 0.1 0.0 0.236
O 1.116 -1.638 0.199 -0.1 0.0 0.2 -0.511
H 4.877 -1.833 -0.340 0.0 0.0 0.0 0.253
H -5.053 0.602 -0.073 0.0 0.0 0.1 0.200
C -2.907 0.703 -0.091 -0.3 -0.2 0.3 -0.397
O -2.146 -3.072 -0.024 -0.1 -0.4 -0.1 -0.623
C 5.016 1.508 0.224 0.1 -0.2 0.0 -0.203
C 5.450 0.205 0.033 0.1 0.0 0.0 -0.092
Br 7.307 -0.177 0.058 -0.1 0.0 0.0 0.076
C 3.178 -0.557 -0.188 0.0 0.2 0.0 -0.112
H 0.335 -3.182 -0.943 -0.1 0.1 0.2 0.234
C -1.245 -2.304 0.233 0.7 0.2 0.1 0.653
C 3.663 1.780 0.191 -0.1 -0.1 0.0 -0.219
O 2.641 -2.695 -1.063 0.0 0.0 0.1 -0.571
H -5.460 2.956 -0.755 -0.1 0.1 -0.1 0.210
H -2.796 -0.088 1.920 -0.1 -0.1 -0.1 0.190
H -2.126 1.452 0.064 0.1 0.1 -0.1 0.188
C -4.277 1.354 0.083 0.3 0.1 -0.2 -0.392
H 0.448 -3.501 0.793 0.0 0.1 -0.1 0.214
C 4.546 -0.818 -0.178 0.0 0.1 0.0 -0.191
C -4.480 2.505 -0.895 -0.1 -0.2 0.2 -0.599
H -4.408 2.151 -1.920 0.0 0.0 -0.1 0.203
C 2.295 -1.741 -0.418 0.2 -0.1 -0.2 0.778
C -2.702 -0.450 0.890 -0.1 0.1 -0.2 -0.222
H -2.810 0.324 -1.110 0.1 0.0 0.0 0.205
N -1.407 -1.067 0.723 0.1 0.4 0.2 -0.612
H -3.447 -1.231 0.721 0.0 0.1 0.1 0.232
H -4.373 1.724 1.106 -0.1 0.0 0.1 0.194
H -3.725 3.273 -0.744 0.1 0.1 0.0 0.200
C 2.744 0.757 -0.011 0.4 -0.2 0.0 -0.027
C 0.215 -2.731 0.048 -0.3 -0.7 -0.3 -0.171
H 3.310 2.791 0.322 -0.1 0.1 0.0 0.236
```
Forces are in eV/Å.

As for the multiplicity: 1. As for the frontier orbital gap: 9.456 eV. For the HOMO energy, the calculation gives -9.51 eV. The SMILES is CCCCNC(=O)COC(=O)c1cc(Br)ccc1Cl. As for the relative energy (zero: lowest compared OMol25 entry of this formula, charge and spin): 0.00 kcal per mole. The calculation puts the total energy at -3819.0974 Ha.

***

Record 3
DFT (ωB97M-V/def2-TZVPD) results for a cluster of 2 separate species, C5H13NO2 in total.

```
21
Properties=species:S:1:pos:R:3:forces:R:3:nbo_charge:R:1
H 3.222 0.106 1.647 -0.2 -0.1 0.2 0.465
H 0.118 -2.088 -2.312 0.2 -0.1 0.5 0.227
C 0.229 -0.529 -0.013 0.1 -0.7 0.1 -0.493
H -0.118 -0.825 -3.536 -0.1 0.7 0.3 0.224
H 0.838 0.773 2.972 -0.1 -0.2 0.0 0.203
H 1.041 -0.899 2.380 0.0 0.1 0.1 0.168
H -0.736 1.508 -2.526 -0.1 -0.5 0.1 0.439
H -0.690 -0.937 0.431 -0.2 0.3 0.1 0.298
H 1.699 1.019 0.275 0.0 0.0 0.1 0.225
H -3.399 0.451 0.539 -0.2 -0.1 0.3 0.469
O 2.701 0.350 2.423 -0.1 0.1 -0.2 -0.695
H -3.424 -0.701 -0.434 -0.2 -0.2 0.4 0.466
C -0.009 -1.029 -2.472 0.1 -1.0 -1.0 -0.166
C 0.858 0.581 0.818 -0.5 0.7 0.0 -0.438
C 1.309 0.151 2.210 0.7 -0.2 0.2 -0.057
H -0.676 1.656 -0.805 0.0 0.3 -0.2 0.427
O -3.298 -0.508 0.508 0.4 0.3 -0.7 -0.930
H 0.867 -1.418 -0.064 0.2 0.3 0.0 0.250
H 0.142 1.400 0.986 0.1 -0.1 -0.3 0.204
N -0.578 1.067 -1.623 0.2 0.9 0.3 -0.601
C -0.097 -0.127 -1.405 -0.5 -0.3 -0.3 0.315
```
Forces are in eV/Å.

As for the total charge: +1. As for the multiplicity: 2. As for the frontier orbital gap (alpha / beta): 9.848 / 6.458 eV. For the HOMO energy (alpha / beta), the calculation gives -13.59 / -13.59 eV. As for the relative energy (zero: lowest compared OMol25 entry of this formula, charge and spin): 11.86 kcal per mole. The calculation puts the total energy at -403.2249 Ha.

***

Record 4
DFT (ωB97M-V/def2-TZVPD) results for the molecule C6H10O.

```
17
Properties=species:S:1:pos:R:3:forces:R:3:nbo_charge:R:1
C 1.233 2.067 0.012 1.5 0.0 1.0 -0.661
C 0.539 -0.464 -0.528 0.6 -1.9 0.2 -0.004
H 0.634 -2.507 -0.092 1.0 0.3 -1.2 0.230
H 1.984 1.798 0.812 -0.3 0.8 -1.0 0.229
C -1.818 0.085 1.109 1.3 -1.8 -4.1 -0.682
H -2.884 0.044 0.700 1.5 0.3 0.9 0.215
H -1.521 -0.912 1.551 -0.4 1.5 0.1 0.204
C 0.587 0.795 -0.271 -2.2 0.4 -0.9 0.014
C 1.250 -1.797 -0.731 0.3 1.3 1.4 -0.670
H -1.536 0.998 1.607 -0.2 -0.1 0.6 0.208
C -0.784 0.151 -0.401 -0.9 0.3 3.5 0.239
O -1.631 0.314 -1.485 0.0 0.7 -0.7 -0.726
H -1.888 -0.558 -1.773 -0.2 -0.4 -0.2 0.465
H 2.319 -1.678 -0.220 -2.1 -0.6 -1.6 0.231
H 1.205 -1.970 -1.854 0.5 -0.4 1.6 0.241
H 0.559 2.786 0.464 -0.2 0.1 -0.1 0.228
H 1.707 2.534 -0.877 -0.1 -0.4 0.6 0.240
```
Forces are in eV/Å.

As for the multiplicity: 1. As for the frontier orbital gap: 9.427 eV. For the HOMO energy, the calculation gives -8.63 eV. The SMILES is CC1=C(C)C1(C)O. As for the relative energy (zero: lowest compared OMol25 entry of this formula, charge and spin): 77.04 kcal per mole. The calculation puts the total energy at -309.7196 Ha.

***

Record 5
DFT (ωB97M-V/def2-TZVPD) results for the ion C6H12NO2 with charge -1.

```
21
Properties=species:S:1:pos:R:3:forces:R:3:nbo_charge:R:1
O -2.781 -0.286 0.506 1.3 -1.4 0.2 -0.669
H -1.933 -1.044 0.669 -1.3 0.9 -0.7 0.478
H -1.459 2.505 -0.606 -0.6 -0.3 -0.4 0.167
H 1.709 -1.508 -1.425 -0.5 0.7 0.1 0.152
C 0.658 -1.691 -1.150 2.4 1.6 0.8 -0.722
N -2.404 0.590 -0.530 -0.1 1.2 0.5 -0.371
H 0.734 2.027 0.185 0.0 1.1 -0.1 0.183
H 0.358 -2.524 -1.668 -1.3 -2.0 -0.8 0.180
C 0.622 0.012 0.678 -0.1 -0.3 -0.6 -0.287
H -2.063 0.139 -1.367 0.1 -0.8 0.1 0.331
H 2.566 0.734 1.358 1.1 1.7 0.7 0.192
H 0.479 0.830 -1.215 -1.0 1.5 1.6 0.208
C 0.109 1.224 -0.157 1.0 -3.0 -1.6 -0.418
O -0.899 -1.984 0.478 -0.4 1.5 1.1 -0.784
H -1.548 1.874 0.992 -0.5 -0.9 -1.0 0.186
C 0.097 -1.275 0.033 0.5 -1.6 -1.8 0.406
H 2.454 -0.108 -0.320 1.0 0.5 0.3 0.222
H 0.143 0.014 1.633 0.0 0.3 1.1 0.198
C 2.232 -0.024 0.742 -4.1 -3.6 -0.3 -0.627
C -1.411 1.532 -0.082 1.7 1.8 1.2 -0.238
H 2.337 -1.038 1.246 0.7 1.2 -0.7 0.213
```
Forces are in eV/Å.

As for the total charge: -1. As for the multiplicity: 1. As for the frontier orbital gap: 6.914 eV. For the HOMO energy, the calculation gives -2.95 eV. The SMILES is C=C([O-])[C@@H](C)CCNO. As for the relative energy (zero: lowest compared OMol25 entry of this formula, charge and spin): 90.56 kcal per mole. The calculation puts the total energy at -440.9623 Ha.

***

Record 6
DFT (ωB97M-V/def2-TZVPD) results for a structure of composition C4H4N2S.

```
11
Properties=species:S:1:pos:R:3:forces:R:3:nbo_charge:R:1
N -3.615 -0.604 0.149 8.3 1.8 -2.3 -0.246
C 1.867 0.619 0.027 0.3 6.8 2.0 -0.412
H 2.924 0.642 0.162 0.6 -0.8 -0.5 0.218
N -0.153 -0.757 -0.019 -1.7 4.5 0.6 -0.533
C 1.148 -0.428 0.051 3.3 -6.5 -2.2 -0.035
S -1.405 1.883 -0.026 2.0 -1.7 0.2 -0.005
C -1.117 0.184 -0.028 -1.2 2.7 -0.4 0.010
H 1.844 -1.325 -0.240 -1.7 1.0 1.1 0.204
H 1.503 1.684 0.255 0.0 -1.7 -0.7 0.217
H -0.566 -1.603 -0.211 0.1 -2.8 -0.3 0.427
C -2.429 -0.293 -0.120 -10.0 -3.3 2.6 0.156
```
Forces are in eV/Å.

As for the multiplicity: 1. As for the frontier orbital gap: 7.730 eV. For the HOMO energy, the calculation gives -8.96 eV. As for the relative energy (zero: lowest compared OMol25 entry of this formula, charge and spin): 83.07 kcal per mole. The calculation puts the total energy at -662.3932 Ha.

***

Max |F|, record by record: 1.72 0.82 1.40 4.65 5.42 10.84 eV Å⁻¹